Entry 1:
12
Properties=species:S:1:pos:R:3:forces:R:3:mulliken_charge:R:1 method="wB97M-V/def2-TZVPD" e_above_lowest_kcal_mol=104.67 homo_lumo_gap_ev=8.78 e_homo_ev=-9.17 spin_multiplicity=1 fmax_ha_per_bohr=0.13423
O -15.1195 -21.3794 -16.4573 -4.1 -3.0 -0.1 -0.788
H -14.3043 -20.8873 -16.5545 0.0 -1.2 -0.2 0.459
H -15.2828 -21.3894 -15.5142 -0.1 -0.1 0.1 0.270
O -12.6554 -19.3104 -14.0028 -0.4 -0.3 2.4 -0.655
H -12.1219 -19.3915 -13.2122 -0.2 -0.1 0.5 0.277
H -12.0224 -19.1620 -14.7053 -1.5 -0.2 1.7 0.350
O -11.6416 -18.9671 -15.9522 5.6 3.1 -2.6 -0.612
H -10.8163 -18.7803 -15.5047 1.0 0.0 -0.1 0.364
H -11.6112 -18.4316 -16.7450 0.1 0.5 -0.5 0.278
O -13.4961 -20.0075 -16.4244 1.2 3.0 -1.2 -0.670
H -12.6208 -19.6478 -16.2809 -1.0 -1.8 -0.1 0.510
H -14.0685 -19.2409 -16.4552 -0.5 0.0 0.1 0.217

=====

Entry 2:
78
Properties=species:S:1:pos:R:3:forces:R:3:mulliken_charge:R:1 method="wB97M-V/def2-TZVPD" homo_lumo_gap_ev=8.16 e_homo_ev=-12.19 spin_multiplicity=1 charge=+1 fmax_ha_per_bohr=0.13848
C 3.8615 -1.7587 -0.3002 -0.1 0.3 0.1 -0.393
C 2.9870 -0.6660 0.5001 -0.4 0.0 -0.3 0.690
C 1.4581 -1.0866 0.7746 0.3 1.5 0.4 0.015
O 1.2356 -2.5104 0.9520 -0.8 0.0 -1.0 -0.170
C 0.2622 -3.0403 0.0226 -0.1 -0.1 0.5 0.281
C -1.1781 -2.4357 0.3781 0.1 -0.7 1.4 0.549
C -1.9252 -2.5794 1.7185 0.7 2.3 -6.5 -0.522
N -3.1211 -1.7951 1.4166 2.3 0.2 -2.9 -0.042
C -3.1005 -1.2286 0.0791 1.9 -1.5 0.8 0.551
N -1.8758 -1.6293 -0.6199 -3.4 -0.6 6.3 0.047
Br -1.3500 -1.1757 -2.3690 -1.2 0.2 1.9 0.280
H 4.9326 -1.7174 0.1186 -1.5 -0.1 -1.0 0.254
H 3.8306 -1.4989 -1.4206 0.4 -0.4 1.7 0.072
H 3.4983 -2.8397 -0.2017 0.4 1.7 0.1 -0.138
H 2.9528 0.2853 -0.1768 -0.1 -1.7 1.5 0.125
H 3.4435 -0.3414 1.5081 -0.6 -1.0 -1.9 -0.690
H 1.1201 -0.5805 1.7643 0.5 -0.7 -1.6 0.154
H 0.8237 -0.6060 -0.0546 0.8 -1.3 1.1 -0.148
H 0.2261 -4.1931 0.1240 0.1 1.9 0.1 0.330
H 0.6214 -2.8145 -1.0358 -1.0 -0.1 1.4 -0.380
H -1.6020 -3.1389 2.6525 -0.9 1.1 -1.5 0.416
H -3.8637 -1.6483 2.1132 0.3 0.1 -0.9 0.256
H -3.8924 -0.5591 -0.4191 1.2 -1.1 1.2 -0.536
C 2.1833 -2.5314 -4.3687 0.6 -0.1 -0.4 -0.254
Cl 0.6867 -2.7512 -3.4473 0.9 -0.6 -0.9 -0.235
Cl 2.7701 -0.8703 -4.2401 -0.1 -0.1 0.0 -0.156
H 2.9430 -3.2078 -3.9769 -0.2 0.2 0.0 0.095
H 1.9908 -2.7597 -5.4165 -0.1 0.1 0.2 0.422
C -4.8735 2.5386 -0.3432 0.0 0.4 0.2 0.282
Cl -5.4971 0.9844 -0.9193 0.1 0.8 0.2 -0.150
Cl -5.9001 3.2059 0.9319 0.1 0.0 0.0 -0.171
H -3.8683 2.3923 0.0515 -0.2 0.0 0.0 -0.023
H -4.8434 3.2391 -1.1768 -0.2 -0.3 0.3 0.025
C 3.1798 -5.1441 2.5302 -0.3 0.0 0.2 -0.019
Cl 3.6815 -5.2443 0.8397 -0.1 -0.2 -0.1 -0.110
Cl 4.5335 -4.6899 3.5699 -0.1 0.0 0.1 -0.168
H 2.3951 -4.3935 2.6218 0.2 0.0 -0.1 -0.040
H 2.8006 -6.1153 2.8460 0.2 0.1 -0.1 0.357
C 3.9974 0.8564 4.6198 0.0 0.1 0.3 -0.182
Cl 3.9110 1.4384 2.9529 0.1 0.4 0.2 -0.055
Cl 3.9955 -0.9079 4.6770 0.0 -0.1 0.0 -0.130
H 4.9140 1.2263 5.0772 -0.1 -0.1 -0.2 0.367
H 3.1348 1.2292 5.1703 0.1 -0.1 -0.2 0.024
C 0.3821 2.7557 0.8992 0.2 0.2 0.1 -0.028
Cl 1.2805 3.7990 -0.2073 0.0 0.0 0.1 -0.182
Cl -0.5228 1.5183 0.0204 -0.4 0.1 -0.1 -0.014
H 1.0838 2.2650 1.5718 0.0 0.0 -0.3 -0.194
H -0.3149 3.3646 1.4726 0.0 -0.1 -0.3 0.450
C -2.3873 5.6075 -1.9769 0.3 0.3 0.1 -0.239
Cl -3.0110 4.0565 -2.5541 0.3 0.0 -0.4 -0.159
Cl -3.4148 6.2695 -0.7013 0.2 -0.1 0.0 -0.080
H -1.3824 5.4607 -1.5825 -0.2 -0.1 0.0 0.185
H -2.3577 6.3091 -2.8095 -0.1 -0.2 0.1 0.310
C -7.1480 7.3496 0.0299 -0.3 -0.1 0.1 -0.231
Cl -6.6442 7.2400 -1.6608 -0.2 0.0 0.0 -0.133
Cl -5.8022 7.8287 1.0733 -0.1 0.0 0.1 -0.150
H -7.9413 8.0910 0.1143 0.2 0.0 -0.1 0.307
H -7.5165 6.3767 0.3527 0.2 0.1 -0.1 0.219
C 1.8732 -6.1899 -4.4132 -0.3 -0.1 0.0 -0.090
Cl 2.3735 -6.2867 -6.1050 -0.1 0.0 0.0 -0.151
Cl 3.2178 -5.6965 -3.3758 0.0 -0.1 0.2 -0.129
H 1.0701 -5.4594 -4.3228 0.2 -0.1 0.0 0.046
H 1.5193 -7.1686 -4.0917 0.2 0.1 -0.1 0.327
C -7.0094 -1.7682 -3.2736 -0.4 -0.1 -0.3 -0.349
Cl -7.7450 -3.3074 -2.8162 0.0 0.1 -0.1 -0.140
Cl -5.5679 -1.4342 -2.3026 0.0 -0.7 -0.5 -0.061
H -6.7257 -1.8093 -4.3244 0.1 -0.1 0.2 0.303
H -7.7332 -0.9691 -3.1176 0.2 -0.1 0.1 0.246
C 1.3179 3.7432 5.3475 0.0 0.1 0.4 -0.451
Cl 3.0002 4.1754 5.0310 0.0 0.1 0.1 -0.124
Cl 0.5390 3.1255 3.8881 -0.1 0.0 0.4 -0.065
H 1.2897 2.9718 6.1162 0.0 0.1 -0.2 0.309
H 0.7812 4.6262 5.6918 0.1 -0.1 -0.2 0.354
C 6.4504 0.8565 -0.1589 0.2 0.0 0.2 -0.187
Cl 4.9944 1.6259 -0.8021 0.2 0.3 0.0 -0.113
Cl 7.2775 -0.0869 -1.4031 0.0 0.0 0.1 -0.152
H 7.1257 1.6284 0.2077 -0.1 -0.1 -0.2 0.375
H 6.1684 0.1941 0.6591 0.0 0.1 -0.2 0.113

=====

Entry 3:
121
Properties=species:S:1:pos:R:3:forces:R:3:mulliken_charge:R:1 method="wB97M-V/def2-TZVPD" e_above_lowest_kcal_mol=118.95 homo_lumo_gap_ev=2.06 e_homo_ev=-7.45 spin_multiplicity=1 fmax_ha_per_bohr=0.17306
Hg 4.1660 3.5243 -0.5829 -1.6 0.0 0.3 1.345
C 3.0349 -1.5411 -6.1371 -0.8 0.4 -1.2 0.608
F 2.7494 -2.5065 -7.1073 0.7 1.8 2.6 -0.162
F 2.0634 -1.4652 -5.2187 -0.1 -0.2 -0.9 -0.220
F 4.1230 -1.8457 -5.4628 0.8 -0.7 -0.4 -0.221
S 3.3067 0.2126 -7.0208 1.7 0.9 -5.0 1.032
O 2.2730 1.1483 -6.5542 1.8 -1.6 0.2 -0.551
O 4.7468 0.6353 -7.0696 -2.9 -1.2 2.0 -0.648
N 3.2001 -0.2560 -8.7031 -1.0 0.5 3.7 -0.523
S 1.6671 -0.3556 -9.1659 1.4 1.8 -2.0 0.933
O 0.6931 -0.5525 -8.1092 0.1 0.0 -0.8 -0.586
O 1.5159 0.7330 -10.1925 -0.8 -3.0 1.9 -0.639
C 1.6845 -2.0572 -10.1242 -0.8 2.1 2.5 0.654
F 2.2733 -1.9359 -11.2524 1.2 -0.1 -1.9 -0.210
F 2.2391 -3.0956 -9.4402 -1.2 0.8 -0.9 -0.213
F 0.3681 -2.1768 -10.3436 -0.2 -1.4 0.0 -0.239
C 4.6932 0.1959 -3.0177 -0.1 -0.7 -0.8 0.602
F 5.6761 0.4137 -2.1257 -0.3 0.2 -0.6 -0.240
F 5.1059 0.4180 -4.2948 -0.7 0.1 2.5 -0.134
F 4.2886 -1.0761 -2.9004 0.4 1.7 -0.1 -0.109
S 3.1537 1.4040 -2.5821 -1.5 -4.0 -3.1 0.994
O 3.3612 2.6868 -3.1767 0.9 1.3 1.2 -0.575
O 2.0388 0.6025 -3.0909 2.0 2.1 1.8 -0.365
N 3.2483 1.6031 -0.8216 0.9 1.3 -4.4 -0.248
S 2.6431 0.3332 -0.1544 -1.3 -6.4 6.0 0.273
O 2.4837 -0.9320 -0.9645 0.7 4.7 2.2 -0.364
O 3.2674 0.2125 1.2114 -1.2 0.6 -3.5 -0.660
C 0.8650 0.9412 0.3150 -0.7 -1.3 -2.2 0.587
F 0.3251 1.3783 -0.8904 0.4 -0.4 2.1 -0.214
F 0.0915 -0.1121 0.7822 1.7 2.6 -0.6 -0.100
F 0.9398 1.9845 1.1537 -0.3 -1.1 -0.4 -0.195
C -6.1408 -2.9605 -0.2998 -0.6 0.1 -1.4 -2.090
C -6.2514 -2.3291 1.0727 -1.7 -0.6 -0.6 1.218
C -5.7912 -3.5698 1.9449 0.1 2.3 3.0 -1.076
C -5.2289 -2.9874 3.3100 -1.1 -0.5 -2.1 -1.267
C -4.1211 -1.9242 2.9758 -0.9 -0.8 0.9 -0.473
C -4.5367 -0.7162 2.1104 -0.9 1.5 2.1 1.531
N -5.4804 -1.1147 1.1381 1.5 -0.5 -1.4 0.773
O -5.8058 -0.0854 0.1773 -0.1 -1.2 1.1 -0.479
C -5.3026 0.2701 3.0841 1.5 1.2 -0.7 -1.979
C -3.2467 0.0237 1.4677 -1.5 -1.6 -0.3 -1.989
C -7.7525 -1.8361 1.3573 0.4 -1.7 0.3 -1.553
H -5.0991 -3.0542 -0.6068 0.1 0.0 0.1 0.412
H -6.6696 -2.4233 -1.0871 0.0 0.3 -0.1 0.492
H -6.5797 -3.9575 -0.3398 0.0 -0.1 0.2 0.415
H -6.6659 -4.1911 2.1371 -0.1 0.1 -0.2 0.533
H -4.9967 -4.2316 1.6001 0.0 0.5 -0.9 0.423
H -5.0346 -3.8063 4.0026 1.4 -0.1 -0.3 0.477
H -6.0318 -2.5721 3.9191 -0.3 0.9 -0.5 0.398
H -3.2146 -2.3053 2.5056 -0.1 -0.6 0.5 -0.143
H -4.0328 -1.6265 4.0206 1.4 0.8 -0.2 0.503
H -4.5262 0.6842 3.7274 -0.2 0.1 0.5 0.490
H -5.6432 1.1205 2.4933 -0.1 0.0 -0.2 0.457
H -6.1696 -0.0434 3.6656 0.3 -0.7 -0.1 0.289
H -3.4848 1.0094 1.0680 0.0 0.1 0.5 0.406
H -2.3240 -0.0415 2.0443 -0.4 0.4 0.5 0.372
H -3.0335 -0.5833 0.5878 0.1 -0.1 -0.2 0.452
H -8.4505 -2.6556 1.5285 0.1 -0.5 -0.2 0.416
H -8.1762 -1.3076 0.5033 0.4 0.4 0.2 0.289
H -7.8270 -1.2902 2.2977 0.3 0.5 -0.3 0.321
H -5.4274 -0.4509 -0.6257 0.1 0.2 -0.4 0.334
C 3.4050 7.2424 2.0360 -1.0 0.1 -0.7 -1.241
C 2.9989 5.8270 1.6180 -1.0 -2.4 1.0 1.528
C 1.5878 5.3676 2.2207 0.3 1.1 0.4 -1.064
C 0.4663 5.9442 1.4297 -1.5 -0.1 -1.3 -0.598
C 0.5115 5.6085 -0.0661 1.2 0.2 0.1 -0.857
C 1.8700 6.1983 -0.6643 -3.9 -2.0 -0.9 0.515
N 2.9555 5.5930 0.1140 -2.3 -1.2 1.4 1.617
O 4.1073 5.9661 -0.4684 3.4 0.7 -1.0 -0.345
C 1.9260 5.6418 -2.1043 1.2 0.3 -0.3 -2.221
C 1.7660 7.6903 -0.6635 0.8 1.8 0.1 -1.445
C 4.0687 4.8514 2.1195 0.8 -0.2 0.5 -2.540
H 3.9318 7.7118 1.2052 0.8 0.1 0.5 0.110
H 3.9339 7.1974 2.9880 0.2 0.3 -0.4 0.473
H 2.5442 7.9041 2.1318 -0.2 -0.2 0.3 0.374
H 1.3013 4.3530 2.4972 1.2 -0.8 -1.1 0.347
H 1.4009 5.7584 3.2209 0.9 0.7 0.2 0.358
H 0.4228 7.0295 1.5215 -0.2 0.0 0.3 0.260
H -0.4506 5.5110 1.8294 -0.2 0.4 0.1 0.488
H -0.3459 5.9397 -0.6520 0.1 0.8 0.2 0.451
H 0.4341 4.5382 -0.2574 0.6 -0.3 0.3 0.054
H 1.7955 4.5596 -2.0995 0.0 0.0 -0.1 0.412
H 1.2717 6.0680 -2.8648 -0.8 0.1 0.7 0.476
H 2.8667 5.8983 -2.5915 0.5 -0.3 0.2 0.449
H 1.2661 8.1109 -1.5360 -0.2 -0.5 -0.1 0.464
H 1.3039 8.1707 0.1990 -0.1 -0.4 0.1 0.288
H 2.7305 8.1956 -0.7146 0.4 0.1 -0.1 0.288
H 3.8892 3.7784 2.1869 -1.0 -0.2 -0.5 0.319
H 4.3237 5.0329 3.1636 0.1 0.4 0.0 0.468
H 4.9999 4.9418 1.5603 0.4 0.5 0.0 0.652
H 4.0847 6.9207 -0.5680 0.5 0.7 -0.3 0.313
C 1.7206 -2.3833 3.8318 -2.1 0.5 -0.8 -1.705
C 0.8032 -3.2840 2.8097 0.4 1.7 0.4 1.655
C 1.6640 -3.3279 1.4855 -1.4 0.4 0.0 -0.774
C 1.1241 -4.2979 0.4401 0.4 -0.9 1.9 -0.739
C 0.9390 -5.6469 1.1629 -0.5 -0.1 -0.1 -1.415
C 0.1648 -5.7218 2.5167 -2.0 1.3 -0.1 1.868
N 0.6816 -4.6459 3.3382 1.6 0.5 0.8 0.212
O 0.0276 -4.6447 4.6122 -0.6 0.2 -0.6 -0.468
C -1.3937 -5.6481 2.3745 -0.6 -0.2 -1.3 -1.744
C 0.3633 -7.0369 3.2175 1.8 -0.5 -0.3 -1.970
C -0.6460 -2.6206 2.5708 0.6 -0.2 -0.2 -2.178
H 1.6328 -1.3302 3.5647 0.1 0.1 -1.1 0.239
H 2.7968 -2.5501 3.8753 -0.3 -0.7 0.1 0.442
H 1.2392 -2.2148 4.7952 0.2 -1.1 0.5 0.481
H 1.6437 -2.3678 0.9700 0.3 0.4 0.7 -0.598
H 2.6834 -3.5803 1.7775 0.0 0.0 -0.2 0.819
H 1.9227 -4.4973 -0.2745 -0.3 0.3 -0.5 0.492
H 0.1955 -3.9804 -0.0342 0.2 0.2 -0.1 0.301
H 1.9484 -5.9811 1.4027 0.0 -0.4 -0.2 0.429
H 0.4594 -6.2512 0.3928 0.1 -0.8 0.4 0.364
H -1.7446 -5.1756 1.4570 0.3 0.4 -0.2 0.334
H -1.7758 -6.6625 2.2607 0.0 -0.1 0.1 0.485
H -1.9951 -5.1900 3.1597 0.6 0.0 0.4 0.261
H -0.0886 -7.1498 4.2030 -0.5 0.2 -0.4 0.363
H 0.0782 -7.7909 2.4839 -0.2 -0.4 0.4 0.455
H 1.4327 -7.1523 3.3938 0.3 -0.2 0.0 0.492
H -0.7338 -1.5351 2.5249 0.8 0.1 0.2 0.495
H -1.4307 -2.8824 3.2806 0.6 -0.5 0.3 0.723
H -1.0379 -2.9166 1.5977 0.1 -0.3 -0.1 0.363
H 0.7174 -4.6470 5.2799 0.4 -0.1 -0.2 0.361